{"formula": "C23H53AsCuN8O3P4S", "method": "ωB97M-V/def2-TZVPD", "symbols": ["Cu", "C", "N", "C", "P", "O", "O", "P", "O", "N", "C", "C", "N", "C", "C", "N", "C", "C", "H", "H", "H", "H", "H", "H", "H", "H", "H", "H", "H", "H", "H", "H", "H", "H", "H", "H", "H", "H", "H", "H", "H", "H", "C", "P", "C", "C", "C", "C", "C", "C", "C", "P", "C", "C", "H", "H", "H", "H", "H", "H", "H", "H", "H", "H", "H", "H", "H", "H", "H", "H", "C", "As", "C", "C", "S", "H", "H", "H", "H", "H", "H", "H", "H", "H", "N", "C", "N", "N", "C", "N", "H", "H", "H", "H"], "positions_angstrom": [[0.505, -0.636, 0.030], [-4.160, -1.166, -3.404], [-3.515, -1.120, -2.102], [-4.455, -1.148, -0.999], [-2.114, -0.206, -1.920], [-1.550, -0.357, -0.568], [-1.244, -0.895, -3.093], [0.181, -1.643, -3.193], [0.919, -1.588, -1.904], [0.972, -0.930, -4.461], [0.369, -1.070, -5.778], [1.526, 0.399, -4.243], [-0.260, -3.159, -3.736], [-1.244, -3.864, -2.934], [0.859, -4.002, -4.132], [-2.133, 1.374, -2.436], [-2.442, 1.742, -3.805], [-2.429, 2.404, -1.460], [-4.725, -2.098, -3.478], [-3.402, -1.154, -4.183], [-4.853, -0.334, -3.556], [-5.048, -2.062, -1.062], [-5.150, -0.302, -1.013], [-3.891, -1.131, -0.071], [-0.133, -2.029, -5.847], [1.154, -1.020, -6.532], [-0.355, -0.276, -5.973], [1.933, 0.465, -3.233], [0.769, 1.182, -4.362], [2.324, 0.573, -4.968], [-0.819, -4.268, -2.009], [-1.647, -4.688, -3.527], [-2.050, -3.176, -2.689], [1.545, -3.423, -4.746], [0.478, -4.833, -4.724], [1.404, -4.405, -3.273], [-2.156, 0.934, -4.472], [-1.868, 2.633, -4.065], [-3.502, 1.968, -3.951], [-2.061, 2.076, -0.487], [-3.500, 2.623, -1.389], [-1.911, 3.320, -1.743], [1.199, 2.109, 2.246], [0.678, 0.351, 2.203], [2.238, -0.449, 2.747], [-0.332, 0.166, 3.710], [0.043, -0.516, 4.861], [-0.749, -0.414, 5.993], [-1.901, 0.359, 5.985], [-2.308, 0.990, 4.819], [-1.534, 0.874, 3.675], [-1.929, 1.521, 2.012], [-2.314, 3.292, 2.358], [-3.665, 0.908, 1.876], [1.104, 2.490, 3.265], [0.592, 2.705, 1.569], [2.239, 2.161, 1.923], [2.584, 0.010, 3.674], [2.993, -0.299, 1.970], [2.071, -1.513, 2.898], [0.940, -1.116, 4.902], [-0.455, -0.918, 6.901], [-2.489, 0.458, 6.885], [-3.216, 1.575, 4.815], [-2.989, 3.364, 3.209], [-2.793, 3.729, 1.484], [-1.406, 3.847, 2.578], [-4.259, 1.296, 2.703], [-3.660, -0.180, 1.911], [-4.096, 1.245, 0.934], [5.312, -0.399, -0.489], [3.541, -1.036, -0.990], [3.266, -2.637, 0.081], [3.894, -1.592, -2.826], [2.298, 0.659, -0.625], [6.058, -1.175, -0.667], [5.337, -0.102, 0.560], [5.550, 0.475, -1.102], [3.746, -3.475, -0.426], [2.202, -2.840, 0.216], [3.742, -2.495, 1.054], [4.650, -2.377, -2.781], [4.296, -0.743, -3.381], [2.999, -1.967, -3.314], [-3.504, -4.166, 0.533], [-2.797, -4.342, 1.664], [-3.275, -5.169, 2.597], [-1.665, -3.750, 1.923], [-0.876, -2.979, 1.317], [0.034, -2.350, 0.951], [-4.367, -4.661, 0.390], [-3.188, -3.531, -0.177], [-4.141, -5.665, 2.482], [-2.740, -5.320, 3.435]], "energy_ev": -196237.3392, "molar_mass_g_mol": 784.2, "spin_multiplicity": 2, "e_lumo_ev": [-3.97, -6.11], "orbital_gap_ha": [0.315, 0.256], "total_charge": 2, "e_homo_ev": [-12.536, -13.066]}